# 1
# C3H7N2O

2 unconnected molecules or ions with the total composition C3H7N2O at a distorted geometry (ωB97M-V/def2-TZVPD, the Open Molecules 2025 dataset).

Values from the calculation:
* largest force on an atom: 1.6 eV/A
* net charge: +2
* spin multiplicity: 2
* relative energy (zero: lowest compared OMol25 entry of this formula, charge and spin): 0.000 eV
* E_HOMO (spin up / spin down): -20.803 / -20.807 eV
* total energy: -8231.78775 eV
* frontier orbital gap (spin up / spin down): 10.97 / 6.91 eV

Each line ends with the Mulliken spin population.
Cartesian coordinates (Å):
C1 0.4068 0.3847 1.9560  0.37
C2 0.7526 -0.6267 0.9818  0.37
N1 -0.1386 -0.5427 -0.0145  -0.06
C3 -0.8910 0.5612 0.1821  0.34
N2 -0.6512 1.0274 1.4338  -0.06
H1 0.9571 0.8235 2.7864  0.00
H2 1.3800 -1.4996 1.0035  0.01
H3 0.0014 -0.9521 -1.0166  0.00
H4 -1.6618 1.0465 -0.3991  0.02
H5 -1.0141 1.9204 1.7661  0.00
H6 -0.3732 -0.8820 -3.3057  0.00
H7 1.0145 -0.4011 -2.8381  0.00
O1 0.2174 -0.8595 -2.5357  0.00



# 2
# C3H7N2O2

2 unconnected molecules or ions with the total composition C3H7N2O2 (ωB97M-V/def2-TZVPD, the Open Molecules 2025 dataset).

Values from the calculation:
* largest force on an atom: 0.6 eV/A
* net charge: -1
* relative energy (zero: lowest compared OMol25 entry of this formula, charge and spin): 0.351 eV
* E_HOMO: -4.537 eV
* total energy: -10301.28437 eV
* frontier orbital gap: 8.70 eV

Each line ends with the Löwdin charge.
Cartesian coordinates (Å):
O1 2.4382 -0.3861 0.6533  -0.11
C1 1.7942 -0.3745 1.7064  -0.66
O2 0.6429 0.0908 1.9225  -0.16
H1 2.2524 -0.8980 2.5865  0.09
C2 -0.9744 -1.2319 -0.5716  -0.17
N1 -0.3341 1.5028 -0.2856  0.10
C3 -0.8760 0.9399 -1.3945  -0.38
N2 -1.2147 -0.2617 -1.6259  -0.07
H2 0.0925 -1.4753 -0.5224  0.07
H3 -1.5298 -2.1353 -0.8110  0.05
H4 -1.2699 -0.8689 0.4190  0.06
H5 0.0867 0.9853 0.5182  0.04
H6 -0.0447 2.4563 -0.3967  0.07
H7 -1.0634 1.6566 -2.1981  0.09



# 3
# C3H7N2O2

A gas-phase ion, C3H7N2O2 (charge -1) at a distorted geometry (ωB97M-V/def2-TZVPD, the Open Molecules 2025 dataset).

Values from the calculation:
* largest force on an atom: 1.2 eV/A
* net charge: -1
* SMILES: NCC(=O)NC[O-]
* relative energy (zero: lowest compared OMol25 entry of this formula, charge and spin): 1.611 eV
* E_HOMO: -3.526 eV
* total energy: -10300.02435 eV
* frontier orbital gap: 7.61 eV

Each line ends with the Löwdin charge.
Cartesian coordinates (Å):
O1 0.5633 -1.5365 1.2838  -0.06
C1 0.0133 -0.7093 0.5309  -0.58
N1 0.6201 -0.0909 -0.4646  0.08
C2 2.2919 0.3119 -0.6132  -0.45
O2 2.3682 1.5241 -1.0019  -0.27
C3 -1.4892 -0.4662 0.7514  -0.22
N2 -2.1042 0.6849 0.1087  -0.02
H1 0.2371 0.6769 -1.0080  0.07
H2 2.5741 -0.4467 -1.3685  0.07
H3 2.5735 0.0602 0.4140  0.07
H4 -1.6797 -0.4338 1.8223  0.09
H5 -1.9557 -1.3816 0.4031  0.10
H6 -1.4120 1.3802 -0.1290  0.05
H7 -2.6007 0.4269 -0.7290  0.05



# 4
# C3H7N2O2

2 unconnected molecules or ions with the total composition C3H7N2O2 at a distorted geometry (ωB97M-V/def2-TZVPD, the Open Molecules 2025 dataset).

Values from the calculation:
* largest force on an atom: 7.1 eV/A
* net charge: +1
* relative energy (zero: lowest compared OMol25 entry of this formula, charge and spin): 3.470 eV
* E_HOMO: -13.369 eV
* total energy: -10289.34090 eV
* frontier orbital gap: 9.65 eV

Each line ends with the Löwdin charge.
Cartesian coordinates (Å):
C1 1.7204 0.4839 0.5549  -0.13
C2 -2.6761 -1.2543 -0.4148  -0.19
C3 -2.5610 0.0246 -0.2548  -0.03
N1 2.9019 0.8980 0.3193  0.22
N2 1.1373 -0.4379 -0.1499  0.08
O1 -2.6646 -2.4367 -0.2737  0.21
O2 -0.2357 -0.7077 0.0942  -0.04
H1 1.2234 0.8804 1.3501  0.15
H2 -0.8193 0.0724 -0.0398  0.04
H3 -3.0259 0.5121 0.5601  0.09
H4 -2.8676 0.5712 -1.1269  0.10
H5 3.1821 1.6703 0.9248  0.16
H6 3.3441 0.6770 -0.5495  0.15
H7 1.3411 -0.9533 -0.9941  0.19



# 5
# C3H7N2O2

A gas-phase ion, C3H7N2O2 (charge +1) at a distorted geometry (ωB97M-V/def2-TZVPD, the Open Molecules 2025 dataset).

Values from the calculation:
* largest force on an atom: 1.1 eV/A
* net charge: +1
* SMILES: C[NH2+]/C=C/[N+](=O)[O-]
* relative energy (zero: lowest compared OMol25 entry of this formula, charge and spin): 4.235 eV
* E_HOMO: -15.436 eV
* total energy: -10288.57563 eV
* frontier orbital gap: 10.60 eV

Each line ends with the Löwdin charge.
Cartesian coordinates (Å):
C1 0.6642 -0.7561 -2.0743  0.07
C2 0.4497 -0.9135 -0.7815  -0.03
C3 -0.7837 0.3878 0.8652  0.02
N1 0.5227 -1.9203 -2.9771  -0.40
N2 0.5258 0.1534 0.2010  0.03
O1 0.2093 -2.9570 -2.4614  0.11
O2 0.7354 -1.6990 -4.1319  0.15
H1 0.9444 0.1538 -2.5876  0.15
H2 0.1677 -1.8869 -0.3902  0.15
H3 -1.5303 0.6621 0.1221  0.12
H4 -1.1103 -0.5177 1.3737  0.12
H5 -0.6958 1.1910 1.5940  0.11
H6 1.2194 -0.0983 0.9216  0.20
H7 0.8421 1.0240 -0.2514  0.20



# 6
# C3H7N2O2P

C3H7N2O2P in the gas phase at a distorted geometry (ωB97M-V/def2-TZVPD, the Open Molecules 2025 dataset).

Values from the calculation:
* largest force on an atom: 3.3 eV/A
* SMILES: C[C@@H](C#N)OP(N)O
* relative energy (zero: lowest compared OMol25 entry of this formula, charge and spin): 0.597 eV
* E_HOMO: -9.084 eV
* total energy: -19588.23904 eV
* frontier orbital gap: 9.76 eV

Each line ends with the Löwdin charge.
Cartesian coordinates (Å):
C1 1.3698 1.5612 -0.2726  -0.23
C2 2.1865 -0.7559 -0.1030  -0.01
C3 1.0199 0.2119 0.1483  -0.34
N1 1.7628 2.6122 -0.4195  0.19
N2 -2.3912 -0.5997 0.8646  -0.17
O1 -2.5466 0.6430 -1.2772  -0.31
O2 -0.3414 -0.0990 -0.5759  -0.37
P1 -1.6627 0.7009 0.0728  0.70
H1 2.2895 -0.9148 -1.1526  0.08
H2 2.9834 -0.0666 0.2300  0.10
H3 2.1042 -1.5641 0.5818  0.07
H4 0.7144 0.1482 1.1760  0.12
H5 -2.1757 -1.4583 1.3433  0.04
H6 -3.2878 -0.3578 1.2169  0.01
H7 -2.0252 -0.0613 -1.8329  0.11



# 7
# C3H7N2O2S

A gas-phase ion, C3H7N2O2S (charge +1) at a distorted geometry (ωB97M-V/def2-TZVPD, the Open Molecules 2025 dataset).

Values from the calculation:
* largest force on an atom: 8.6 eV/A
* net charge: +1
* SMILES: C[NH2+]/C=C(\S)[N+](=O)[O-]
* relative energy (zero: lowest compared OMol25 entry of this formula, charge and spin): 6.072 eV
* E_HOMO (spin up / spin down): -13.865 / -13.329 eV
* total energy: -21121.03063 eV
* frontier orbital gap (spin up / spin down): 8.13 / 7.67 eV

Each line ends with the Löwdin charge.
Cartesian coordinates (Å):
C1 0.0154 -0.8119 0.5217  0.07
C2 1.2669 0.2270 0.0649  -0.44
C3 -1.8120 0.2076 -0.6568  0.03
N1 2.4859 -0.5675 0.0583  -0.47
N2 -1.2731 -0.1846 0.6738  0.00
O1 2.3091 -1.7548 0.0207  0.09
O2 3.5056 0.0245 -0.0925  0.08
S1 1.6313 1.8586 -0.0465  1.04
H1 0.2223 -1.8526 0.5438  0.10
H2 -2.7715 0.7558 -0.6223  0.13
H3 -1.0762 0.7890 -1.0503  0.04
H4 -1.9607 -0.6433 -1.2359  0.10
H5 -1.8621 -0.8877 1.1403  0.20
H6 -1.2127 0.6063 1.2508  0.16
H7 0.5318 2.2337 -0.5701  -0.14



# 8
# C3H7N2O3

A gas-phase ion, C3H7N2O3 (charge +1) at a distorted geometry (ωB97M-V/def2-TZVPD, the Open Molecules 2025 dataset).

Values from the calculation:
* largest force on an atom: 1.3 eV/A
* net charge: +1
* relative energy (zero: lowest compared OMol25 entry of this formula, charge and spin): 2.688 eV
* E_HOMO: -12.619 eV
* total energy: -12336.88778 eV
* frontier orbital gap: 7.82 eV

Each line ends with the Löwdin charge.
Cartesian coordinates (Å):
C1 -0.1659 0.0959 1.2264  -0.08
C2 1.6224 0.0092 -0.5380  -0.20
C3 -1.4407 -0.1713 0.4776  -0.30
N1 0.6396 0.7144 0.2136  -0.03
N2 1.1213 -0.4962 -1.8371  -0.04
O1 1.7876 -1.3100 -2.4019  0.05
O2 -1.5181 -1.2635 -0.1835  0.25
O3 -2.3383 0.7410 0.2593  0.24
H1 -0.3113 0.7521 2.0908  0.15
H2 0.2992 -0.8360 1.5566  0.15
H3 2.4283 0.7085 -0.8018  0.15
H4 2.0573 -0.7926 0.0703  0.14
H5 0.3800 1.6301 -0.1149  0.14
H6 -2.2405 -1.3115 -0.8440  0.20
H7 -2.3210 1.5298 0.8266  0.18



# 9
# C3H7N2O3

2 unconnected molecules or ions with the total composition C3H7N2O3 at a distorted geometry (ωB97M-V/def2-TZVPD, the Open Molecules 2025 dataset).

Values from the calculation:
* largest force on an atom: 4.3 eV/A
* net charge: +1
* relative energy (zero: lowest compared OMol25 entry of this formula, charge and spin): 3.022 eV
* E_HOMO: -13.843 eV
* total energy: -12336.55361 eV
* frontier orbital gap: 10.55 eV

Each line ends with the Löwdin charge.
Cartesian coordinates (Å):
C1 2.3551 -0.6008 0.4880  -0.22
C2 1.4017 -0.6223 -0.4154  -0.02
C3 -2.5027 0.4873 0.4511  -0.27
N1 -3.5546 -0.0192 0.4677  0.09
N2 0.8596 0.7655 -1.0240  0.21
O1 -1.5500 1.2027 0.4369  0.08
O2 3.1672 0.4255 0.6290  0.07
O3 -4.5738 -0.6989 -0.1156  0.12
H1 2.5973 -1.5149 1.0927  0.16
H2 0.9403 -1.5383 -0.7140  0.11
H3 0.9120 0.5466 -2.0735  0.20
H4 1.4709 1.5152 -0.6676  0.16
H5 -0.1290 0.7906 -0.6608  0.10
H6 3.6153 0.2309 1.4733  0.14
H7 -5.0092 -0.9698 0.6320  0.08



# 10
# C3H7N2OPS

C3H7N2OPS in the gas phase at a distorted geometry (ωB97M-V/def2-TZVPD, the Open Molecules 2025 dataset).

Values from the calculation:
* largest force on an atom: 3.8 eV/A
* SMILES: C=C=CS[P@@](=N)(N)O
* relative energy (zero: lowest compared OMol25 entry of this formula, charge and spin): 0.991 eV
* E_HOMO: -8.475 eV
* total energy: -28375.15827 eV
* frontier orbital gap: 9.07 eV

Each line ends with the Löwdin charge.
Cartesian coordinates (Å):
C1 -0.8521 1.9032 0.0693  -0.54
C2 -1.6618 0.9119 0.1295  -0.26
C3 -2.3865 -0.1487 0.2066  0.00
N1 1.3391 -0.9176 -1.5173  -0.09
N2 0.2524 -1.0826 0.9721  -0.19
O1 2.8510 -0.1248 0.3305  -0.30
P1 1.2606 -0.3307 0.0386  0.31
S1 0.9024 1.8462 -0.1485  0.68
H1 -1.3280 2.9281 -0.0997  0.09
H2 -2.7358 -0.6997 -0.5882  0.04
H3 -2.7393 -0.3668 1.1823  0.06
H4 0.4277 -1.1789 -1.7972  0.03
H5 2.0100 -1.6782 -1.6450  0.07
H6 -0.3533 -0.5643 1.5612  -0.04
H7 3.0137 -0.4971 1.3058  0.14



Which formula does entry 2 have? C3H7N2O2



Among the records above, which one has the highest total energy? C3H7N2O